Record 1
The following is a DFT calculation (wB97M-V/def2-TZVPD) of a structure of composition C20H37N2O2P3Re at a distorted geometry.

XYZ file:
```
65
Properties=species:S:1:pos:R:3
P -1.045 4.272 0.992
C -0.483 4.171 2.733
H -1.169 4.678 3.426
H 0.522 4.605 2.835
H -0.419 3.108 3.009
C -1.330 6.049 0.733
H -1.589 6.197 -0.327
H -0.407 6.612 0.924
H -2.143 6.451 1.351
C -2.784 3.683 1.223
H -3.353 4.380 1.851
H -2.779 2.686 1.683
H -3.269 3.597 0.240
P -2.053 -3.342 0.833
C -1.310 -3.555 2.471
H -1.622 -4.520 2.881
H -1.630 -2.725 3.114
H -0.219 -3.494 2.372
C -3.849 -3.561 0.978
H -4.314 -3.389 -0.003
H -4.238 -2.794 1.661
H -4.075 -4.568 1.343
C -1.495 -4.690 -0.246
H -1.858 -5.648 0.134
H -0.401 -4.671 -0.293
H -1.872 -4.521 -1.264
P 3.493 -1.409 -1.384
C 4.869 -1.589 -0.213
H 5.821 -1.721 -0.753
H 4.734 -2.457 0.451
H 4.964 -0.697 0.424
C 3.611 -2.584 -2.759
H 4.518 -2.421 -3.364
H 2.742 -2.475 -3.426
H 3.629 -3.622 -2.392
C 3.261 0.249 -2.038
H 3.734 0.333 -3.027
H 3.711 0.995 -1.373
H 2.197 0.493 -2.158
Re -1.647 -0.220 -1.126
C -1.232 0.073 0.842
O -0.993 0.277 1.961
C 1.995 -1.876 -0.444
O 1.165 -2.306 0.245
C -1.319 -1.257 -2.847
C -0.477 -0.123 -2.729
C -1.027 1.151 -2.429
C -2.425 1.281 -2.192
C -3.260 0.134 -2.265
C -2.713 -1.131 -2.602
H -0.881 -2.234 -3.017
H 0.592 -0.216 -2.884
H -0.381 2.007 -2.319
H -2.836 2.235 -1.908
H -4.304 0.227 -2.039
H -3.345 -2.004 -2.611
N 1.879 1.729 0.706
C 2.360 2.317 1.825
C 2.743 1.294 2.672
C 2.439 0.110 1.978
N 1.922 0.384 0.767
H 1.493 2.175 -0.124
H 2.415 3.392 1.929
H 3.168 1.385 3.655
H 2.570 -0.908 2.314
```

For the molar mass, the calculation gives 616.66 Da. The energy above the lowest of the compared OMol25 structures with the same formula, charge and spin is 151.9 kJ/mol. The HOMO-LUMO gap (spin up / spin down) is 4.4 / 5.1 eV. As for the total energy: -2144.82798 Eh. Its spin multiplicity is 4. The net charge is +4. The LUMO energy (spin up / spin down) comes out at -13.6 / -14.6 eV. The expectation value of S² is 3.95. Its HOMO energy (spin up / spin down) is -18.02 / -19.71 eV.

These are the natural (NBO) partial charges, in e, on atoms 1 to 6: 1.320, -0.964, 0.316, 0.275, 0.263, -0.974



Record 2
The following is a DFT calculation (wB97M-V/def2-TZVPD) of a structure of composition C20H37N3O3 at a distorted geometry.

XYZ file:
```
63
Properties=species:S:1:pos:R:3
C 0.166 3.027 -2.679
H 0.961 3.600 -3.371
H 0.416 2.065 -3.027
H -0.844 3.278 -3.061
C 0.389 3.086 -1.430
C 1.730 2.754 -0.851
C 1.942 2.915 0.758
H 3.041 2.811 0.736
C 0.976 2.280 1.344
C 1.160 0.690 1.328
O 0.138 0.211 1.682
N 2.206 0.316 0.847
H 2.992 0.634 0.364
C 2.412 -1.101 0.646
H 1.966 -1.772 1.321
C 3.775 -1.630 0.476
C 4.724 -1.548 1.658
H 4.310 -2.096 2.484
H 4.722 -0.252 1.893
H 5.703 -1.562 1.517
C 3.872 -3.059 -0.192
H 4.836 -3.246 -0.111
H 3.365 -3.086 -0.973
H 3.436 -3.661 0.832
H 4.228 -0.793 -0.699
C 1.610 -1.372 -0.657
O 1.619 -0.822 -1.597
N 0.737 -2.290 -0.635
H 0.531 -3.007 0.369
C -0.269 -2.750 -1.541
H -0.070 -3.553 -2.156
H -0.254 -1.933 -2.475
C -1.671 -2.716 -0.981
H -1.757 -3.646 -0.242
H -2.444 -3.109 -1.775
C -2.058 -1.212 -0.338
N -3.162 -1.601 0.392
C -3.230 -0.631 1.925
C -3.855 0.736 1.257
O -5.248 0.651 0.792
C -5.018 -0.422 -0.255
C -4.648 -1.638 0.202
H -4.556 -2.395 -0.888
H -5.215 -2.323 0.728
H -6.236 -0.388 -0.825
H -4.348 0.049 -1.235
H -3.874 1.242 2.145
H -3.055 1.033 0.538
H -2.191 -0.409 1.935
H -3.979 -1.022 2.498
H -1.226 -0.977 0.146
H -2.303 -0.650 -1.226
C -0.205 2.746 0.962
C -0.568 2.391 -0.332
H -0.419 1.345 -0.549
H -1.610 2.880 -0.472
H -1.131 2.036 1.570
H -0.612 3.745 1.367
H 1.225 2.584 2.521
H 2.047 4.090 1.119
H 1.974 1.721 -1.270
H 2.557 3.421 -1.382
H 0.289 4.338 -1.126
```

For the molar mass, the calculation gives 367.53 Da. The energy above the lowest of the compared OMol25 structures with the same formula, charge and spin is 2260.3 kJ/mol. The HOMO-LUMO gap is 8.1 eV. As for the total energy: -1173.46791 Eh. The net charge is 0. The LUMO energy comes out at 0.6 eV. Its HOMO energy is -7.50 eV.

These are the natural (NBO) partial charges, in e, on atoms 1 to 6: -0.624, 0.202, 0.208, 0.223, -0.172, -0.438



Record 3
The following is a DFT calculation (wB97M-V/def2-TZVPD) of a cluster of 5 separate species, C20H37O13P in total.

XYZ file:
```
71
Properties=species:S:1:pos:R:3
C 5.075 -6.254 -1.944
P 3.378 -5.386 -1.879
C 1.678 -4.517 -1.808
C 0.555 -5.435 -1.348
C 0.020 -6.339 -2.443
O -0.810 -7.390 -1.945
H 5.816 -5.644 -1.425
H 4.997 -7.216 -1.430
H 5.389 -6.420 -2.975
H 3.647 -4.949 -0.556
H 2.740 -6.653 -2.049
H 3.778 -4.548 -2.965
H 1.427 -4.035 -2.759
H 1.804 -3.727 -1.063
H -0.279 -4.846 -0.960
H 0.912 -6.052 -0.511
H -0.625 -5.768 -3.111
H 0.832 -6.763 -3.043
H -0.275 -7.932 -1.368
C -2.262 -0.021 2.126
C -1.546 -0.748 1.018
C -1.639 -2.264 1.071
O -0.381 -2.675 0.506
C 0.505 -1.675 0.681
O 1.678 -1.755 0.474
O -0.114 -0.560 1.112
H -1.707 -0.122 3.057
H -2.362 1.040 1.901
H -3.257 -0.438 2.277
H -1.848 -0.377 0.036
H -2.450 -2.674 0.477
H -1.703 -2.636 2.095
C 3.815 1.164 -1.458
C 3.031 2.182 -0.668
C 1.826 1.629 0.067
O 0.908 2.735 0.041
C 1.224 3.521 -1.006
O 0.549 4.418 -1.408
O 2.406 3.153 -1.540
H 3.264 0.889 -2.358
H 4.787 1.552 -1.757
H 3.969 0.267 -0.858
H 3.679 2.738 0.013
H 2.027 1.343 1.094
H 1.377 0.786 -0.458
C 1.347 5.958 -5.153
C 0.558 6.968 -4.357
C -0.659 6.414 -3.642
O -1.561 7.530 -3.653
C -1.232 8.334 -4.689
O -1.889 9.244 -5.079
O -0.046 7.955 -5.219
H 0.806 5.699 -6.063
H 2.323 6.347 -5.435
H 1.496 5.056 -4.558
H 1.203 7.503 -3.656
H -0.458 6.100 -2.623
H -1.114 5.590 -4.197
C -5.345 1.344 7.953
C -4.127 0.895 7.184
C -4.075 1.337 5.732
O -3.380 0.254 5.102
C -3.551 -0.860 5.855
O -3.251 -1.955 5.506
O -4.108 -0.541 7.041
H -6.214 0.764 7.643
H -5.210 1.210 9.024
H -5.540 2.400 7.762
H -3.207 1.176 7.703
H -3.529 2.262 5.573
H -5.073 1.416 5.294
```

For the molar mass, the calculation gives 516.48 Da. The SMILES is C[C@@H]1COC(=O)O1.C[C@@H]1COC(=O)O1.C[C@@H]1COC(=O)O1.C[C@@H]1COC(=O)O1.C[PH3]CCCO. The HOMO-LUMO gap is 8.4 eV. As for the total energy: -2103.71846 Eh. The net charge is 0. The LUMO energy comes out at 0.3 eV. Its HOMO energy is -8.07 eV.

These are the Mulliken partial charges, in e, on atoms 1 to 6: -1.194, 0.378, -0.521, -0.271, -0.532, -0.533



Record 4
The following is a DFT calculation (wB97M-V/def2-TZVPD) of a structure of composition C20H37O18PSi2 at a distorted geometry.

XYZ file:
```
78
Properties=species:S:1:pos:R:3
C 2.768 1.931 1.385
C 2.284 3.175 0.566
C 1.556 4.144 1.525
O 0.701 3.389 2.392
C -0.624 3.931 2.389
Si -1.830 2.880 3.419
O -2.993 2.033 2.496
Si -3.843 2.993 1.374
C -4.185 4.766 1.933
P -5.704 1.955 0.683
O -5.936 2.477 -0.749
H 3.023 2.268 2.398
H 1.888 1.281 1.498
H 3.577 1.400 0.880
H 3.183 3.683 0.207
H 1.658 2.888 -0.288
H 2.285 4.665 2.173
H 1.012 4.934 0.983
H -0.614 4.950 2.842
H -0.908 4.072 1.330
H -2.422 3.724 4.464
H -1.026 1.852 4.112
H -3.003 3.088 0.161
H -3.264 5.356 2.066
H -4.861 4.860 2.795
H -4.711 5.255 1.088
H -5.393 0.570 0.580
H -6.821 2.225 1.520
C -4.190 -0.503 -3.731
C -4.079 0.396 -2.529
O -2.911 -0.105 -1.871
C -2.156 -0.734 -2.799
O -1.045 -1.117 -2.614
O -2.827 -0.871 -3.968
H -4.613 0.001 -4.597
H -4.770 -1.406 -3.528
H -3.911 1.439 -2.801
H -4.948 0.340 -1.879
C -0.108 -5.158 -3.264
C -1.450 -4.601 -2.879
O -2.334 -5.235 -3.813
C -1.732 -6.377 -4.230
O -2.270 -7.217 -4.874
O -0.448 -6.437 -3.809
H 0.564 -5.263 -2.415
H 0.386 -4.565 -4.036
H -1.746 -4.884 -1.865
H -1.497 -3.518 -2.972
C -5.542 -7.415 -2.239
C -4.074 -7.172 -2.018
O -4.054 -6.536 -0.736
C -5.184 -6.897 -0.079
O -5.394 -6.674 1.066
O -6.041 -7.545 -0.905
H -5.738 -8.316 -2.817
H -6.039 -6.569 -2.721
H -3.501 -8.101 -1.962
H -3.634 -6.528 -2.777
C 5.459 4.896 2.815
C 6.857 5.158 2.321
O 7.082 4.063 1.434
C 5.874 3.615 1.018
O 5.721 2.823 0.147
O 4.867 4.189 1.723
H 4.909 5.811 3.027
H 5.440 4.256 3.701
H 6.934 6.091 1.758
H 7.593 5.166 3.122
C 7.772 -0.536 1.148
C 6.420 -0.479 0.491
O 5.755 -1.619 1.042
C 6.352 -1.910 2.223
O 5.937 -2.693 3.010
O 7.486 -1.184 2.389
H 8.201 0.450 1.314
H 8.486 -1.145 0.588
H 5.863 0.420 0.759
H 6.476 -0.550 -0.593
```

For the molar mass, the calculation gives 652.64 Da. The HOMO-LUMO gap is 10.2 eV. As for the total energy: -3059.02970 Eh. The net charge is 0. The LUMO energy comes out at 0.3 eV. Its HOMO energy is -9.88 eV.

These are the Mulliken partial charges, in e, on atoms 1 to 6: -0.963, -0.274, -0.345, -0.352, -0.663, 0.395